[1]
16
Properties=species:S:1:pos:R:3:forces:R:3:nbo_charge:R:1 method="wB97M-V/def2-TZVPD" e_homo_ev=-9.011 orbital_gap_ev=9.77 e_lumo_ev=0.76
C 1.59361 -1.02893 -0.45054 0.1 -0.1 0.2 -0.50
H -2.77858 -0.26704 0.41452 0.1 -0.1 0.3 0.40
H -2.69567 1.94255 0.93583 0.1 0.0 0.0 0.21
H 1.83279 -1.33972 0.56317 0.0 -0.1 0.0 0.22
C -0.84596 -0.68788 0.00625 0.3 0.0 0.5 0.69
S 3.11132 -0.31099 -1.16642 -0.2 0.1 0.1 -0.06
H -1.31851 2.13440 -0.11679 0.3 0.1 0.1 0.20
H 1.30852 -1.91282 -1.00719 -0.1 0.0 -0.1 0.23
O -0.96185 -1.89707 0.03649 -0.2 -0.1 -0.4 -0.61
C 0.46682 -0.00867 -0.37895 0.1 -0.7 0.1 -0.52
H 3.92087 -1.19215 -0.57192 0.1 0.0 -0.1 0.13
C -1.70147 1.54813 0.71515 -0.8 0.0 -0.1 -0.42
H 0.31227 0.46093 -1.34991 0.0 0.3 0.0 0.23
H -1.11569 1.69041 1.62617 0.2 0.0 -0.2 0.20
H 0.73463 0.72004 0.38444 -0.1 0.4 -0.2 0.23
N -1.86310 0.14882 0.35970 0.2 0.1 -0.2 -0.63

=====

[2]
16
Properties=species:S:1:pos:R:3:forces:R:3:nbo_charge:R:1 method="wB97M-V/def2-TZVPD" e_homo_ev="-4.649 / -9.572" orbital_gap_ev="5.59 / 7.59" spin_multiplicity=3 e_lumo_ev="0.94 / -1.98"
C -1.63499 1.39193 -0.88935 2.2 1.5 -0.1 -0.65
H -1.83820 1.24203 -1.90993 -1.6 -0.4 -1.3 0.23
C -1.91562 -1.10447 -0.49227 1.6 -2.1 -1.3 -0.70
H -2.40874 1.67749 -0.22184 -1.2 0.4 0.0 0.22
H 1.72623 -0.74090 3.60243 0.7 -0.3 0.2 0.23
H -1.47712 -1.88810 -1.21353 -0.4 1.4 0.6 0.24
O 0.80837 -1.30423 0.24531 -0.4 -1.5 0.0 -0.76
H -2.91542 -0.95118 -0.83322 -0.7 0.4 0.2 0.22
C -1.03953 0.10131 -0.43789 0.6 -0.3 -0.6 0.22
N 0.19841 0.10596 -0.23260 -0.7 2.4 -0.7 -0.22
H -0.92611 2.26296 -1.06160 -0.3 -1.2 1.2 0.23
C 1.34315 -1.39343 2.82875 -0.5 1.2 -1.9 -0.81
S 2.11623 -1.13309 1.17363 1.6 -0.7 1.8 0.82
H 1.36798 -2.46829 3.01425 -0.3 0.3 0.3 0.24
H 0.37588 -0.92590 2.55437 -0.1 -1.0 0.7 0.23
H -1.80957 -1.68021 0.40734 -0.5 0.0 0.8 0.24

=====

[3]
16
Properties=species:S:1:pos:R:3:forces:R:3:nbo_charge:R:1 method="wB97M-V/def2-TZVPD" e_homo_ev="-13.347 / -13.335" orbital_gap_ev="8.87 / 4.00" spin_multiplicity=2 e_lumo_ev="-4.48 / -9.33" total_charge=+1
H 0.15644 0.05712 1.71287 0.0 0.0 0.0 0.20
C 0.45984 -1.02109 -0.12112 0.6 -1.6 -0.2 -0.46
O -3.24450 1.18001 -0.65802 -0.5 0.1 0.1 -0.53
N -1.23351 0.80635 0.29813 -0.5 -0.6 0.2 -0.67
H -0.11693 -1.49904 -0.91641 0.0 0.5 -0.3 0.26
H 2.65448 -0.66528 -0.14921 -0.2 -0.1 0.3 0.29
C -2.61484 0.61269 0.18560 0.7 0.6 -0.3 0.53
H 3.11388 1.52801 -0.79403 -0.3 0.2 0.1 0.17
H 1.95789 -0.51901 -1.69024 -0.2 0.2 -0.2 0.30
S 1.83723 1.45966 -0.31884 0.3 -1.0 -0.5 0.65
C -0.42668 -0.28883 0.85267 -0.4 1.3 0.3 -0.24
H -1.21449 -0.93153 1.24007 0.5 -0.5 0.2 0.25
C 1.71579 -0.35171 -0.63615 0.3 1.4 0.0 -0.53
H -0.94494 1.55995 -0.31262 0.4 -0.3 0.0 0.39
H -3.04612 -0.03072 0.96585 0.0 -0.2 -0.1 0.13
H 0.94648 -1.89657 0.34146 -0.7 0.1 0.5 0.26

=====

Quick rundown of energy relative to the best compared isomer or geometry (same formula, charge and spin), same order as above: 12.2, 76.7, 24.1 kcal/mol